Entry 1:
Entry from the OMol25 dataset: a 17-piece molecular cluster, C31H51F7N10O41 overall in a non-equilibrium geometry (ωB97M-V/def2-TZVPD).

Element x y z (Å)
C 1.208 33.378 27.674
N 2.418 34.177 27.203
O 2.609 34.423 26.015
O 3.170 34.624 28.052
H 0.683 33.038 26.781
H 0.647 34.118 28.245
H 1.545 32.540 28.284
C 0.141 35.737 31.353
N -1.116 36.301 30.809
O -1.989 36.707 31.548
O -1.372 36.238 29.589
H 0.724 36.536 31.812
H 0.670 35.379 30.470
H 0.088 35.006 32.159
C -3.564 37.530 34.305
N -3.651 36.058 34.636
O -4.338 35.792 35.568
O -3.088 35.279 33.969
H -4.557 37.793 34.670
H -3.443 37.637 33.227
H -2.713 37.846 34.908
C -6.245 38.101 23.936
N -7.742 38.269 24.043
O -8.367 38.675 23.131
O -8.232 37.845 25.076
H -6.150 37.042 23.696
H -5.870 38.486 24.885
H -5.872 38.743 23.138
C -2.799 40.179 31.570
N -3.029 41.504 30.947
O -2.317 42.432 31.259
O -3.885 41.559 30.155
H -3.123 39.255 31.091
H -3.405 40.189 32.475
H -1.733 40.158 31.798
C 1.610 37.390 27.783
N 0.699 38.429 27.075
O -0.517 38.329 27.270
O 1.205 39.330 26.477
H 2.555 37.796 28.145
H 1.965 36.776 26.955
H 1.264 36.934 28.710
C -3.656 43.958 25.207
N -4.697 43.000 25.724
O -5.896 43.278 25.510
O -4.329 41.946 26.257
H -3.031 44.345 26.012
H -4.278 44.776 24.844
H -3.030 43.623 24.379
C -7.473 41.450 28.588
N -8.171 41.004 27.323
O -7.512 40.709 26.350
O -9.424 41.046 27.256
H -8.185 41.461 29.413
H -6.872 42.348 28.450
H -6.855 40.603 28.887
C -7.675 34.898 34.362
N -7.212 33.847 33.373
O -8.141 33.138 32.942
O -6.065 33.671 32.993
H -7.838 34.433 35.335
H -8.600 35.424 34.123
H -6.846 35.604 34.408
C -8.262 39.588 31.594
N -7.210 38.567 31.989
O -6.098 38.966 32.144
O -7.485 37.377 32.010
H -8.849 39.911 32.454
H -8.967 39.024 30.983
H -7.744 40.457 31.189
C -8.971 34.007 27.731
C -8.559 33.268 28.982
O -7.106 33.224 28.870
C -6.846 33.207 27.531
O -5.788 33.054 27.082
O -7.905 33.613 26.866
F -9.080 32.105 28.882
H -9.027 35.081 27.908
H -10.000 33.870 27.400
H -8.845 33.667 29.955
C -3.721 32.655 29.817
C -3.577 31.347 29.101
O -2.193 31.066 29.256
C -1.562 32.111 29.746
O -0.305 32.273 29.748
O -2.413 33.116 29.819
F -3.852 31.548 27.804
H -4.221 32.613 30.785
H -4.317 33.231 29.109
H -4.292 30.643 29.526
C -1.030 39.095 23.473
C 0.182 38.636 22.602
O 1.204 39.569 22.777
C 0.604 40.679 23.478
O 1.158 41.780 23.618
O -0.640 40.427 23.792
F -0.324 38.489 21.299
H -1.128 38.512 24.389
H -1.963 39.010 22.916
H 0.513 37.621 22.822
C -11.411 37.043 31.461
C -12.183 35.761 31.395
O -13.244 36.079 32.360
C -12.805 37.116 33.068
O -13.608 37.474 33.962
O -11.647 37.520 32.759
F -11.460 34.794 31.962
H -11.750 37.755 30.709
H -10.375 36.807 31.214
H -12.671 35.461 30.468
C -2.398 34.236 24.109
C -2.842 35.684 24.313
O -1.708 36.272 24.857
C -0.818 35.441 25.043
O 0.309 35.768 25.359
O -1.094 34.237 24.684
F -3.767 35.577 25.274
H -2.451 33.826 23.100
H -3.010 33.544 24.687
H -3.229 36.073 23.371
C -4.151 36.435 28.334
C -3.744 37.787 27.807
O -4.900 38.451 28.253
C -5.996 37.667 28.208
O -7.167 38.029 28.266
O -5.555 36.437 28.259
F -3.668 37.811 26.494
H -3.879 36.268 29.376
H -3.624 35.688 27.740
H -2.855 38.230 28.256
C -0.825 42.177 26.503
C -1.244 41.884 27.957
O -1.560 43.192 28.425
C -0.981 44.115 27.495
O -0.998 45.307 27.717
O -0.321 43.506 26.504
F -0.134 41.456 28.543
H -1.778 42.134 25.975
H -0.256 41.365 26.050
H -2.060 41.174 28.097

Properties
Highest occupied orbital energy, eV: -10.6

Löwdin population analysis, charges in e, atoms 1 to 8: number 1, C, carries 0.056; number 2, N, carries -0.421; number 3, O, carries 0.048; number 4, O, carries 0.026; number 5, H, carries 0.095; number 6, H, carries 0.079; number 7, H, carries 0.093; number 8, C, carries 0.065



Entry 2:
Entry from the OMol25 dataset: a 4-piece molecular cluster, C31H51IN2O4 overall (ωB97M-V/def2-TZVPD).

Element x y z (Å)
C 6.034 -1.679 0.747
O 6.080 -0.337 0.324
C 5.172 -0.090 -0.734
C 5.314 1.358 -1.155
C 4.262 1.831 -2.171
C 3.763 0.774 -3.149
C 2.774 1.341 -4.162
C 1.993 0.272 -4.958
C 0.463 0.372 -4.837
C -0.130 -0.554 -3.778
C 0.481 -0.425 -2.363
C -0.532 -0.445 -1.255
C -0.719 -1.606 -0.561
C -1.678 -1.704 0.460
N -1.830 -2.892 1.112
C -2.742 -2.928 2.047
C -3.536 -1.794 2.375
N -3.405 -0.647 1.766
C -2.463 -0.572 0.785
C -2.271 0.657 0.088
C -3.119 1.834 0.460
C -1.326 0.678 -0.904
I -1.051 2.453 -1.977
H 6.466 -2.349 -0.005
H 6.601 -1.761 1.673
H 5.005 -2.004 0.942
H 4.147 -0.295 -0.391
H 5.384 -0.773 -1.566
H 6.323 1.514 -1.547
H 5.249 1.956 -0.244
H 3.408 2.256 -1.635
H 4.692 2.651 -2.752
H 3.285 -0.047 -2.607
H 4.613 0.329 -3.679
H 3.311 1.994 -4.852
H 2.056 1.967 -3.621
H 2.312 -0.724 -4.636
H 2.249 0.362 -6.014
H 0.018 0.089 -5.795
H 0.166 1.407 -4.656
H 0.052 -1.575 -4.128
H -1.214 -0.438 -3.730
H 1.074 0.490 -2.294
H 1.157 -1.263 -2.195
H -0.131 -2.485 -0.796
H -2.898 -3.854 2.589
H -4.278 -1.879 3.162
H -2.553 2.763 0.432
H -3.972 1.926 -0.216
H -3.527 1.708 1.459
C -6.301 -5.901 5.212
C -6.792 -5.774 3.770
C -5.984 -4.582 3.276
O -4.742 -4.624 3.984
C -4.825 -5.560 5.062
H -6.460 -6.888 5.643
H -6.799 -5.166 5.847
H -6.533 -6.670 3.202
H -7.866 -5.615 3.685
H -6.492 -3.638 3.501
H -5.778 -4.616 2.206
H -4.236 -6.447 4.809
H -4.397 -5.103 5.955
C -7.873 2.711 -2.339
C -8.364 3.590 -1.189
C -7.313 3.309 -0.122
O -6.097 3.046 -0.823
C -6.363 2.862 -2.214
H -8.246 3.019 -3.315
H -8.167 1.673 -2.173
H -8.338 4.642 -1.480
H -9.373 3.353 -0.856
H -7.578 2.430 0.475
H -7.152 4.149 0.554
H -6.004 3.737 -2.766
H -5.813 1.986 -2.563
C 8.655 1.472 2.070
C 9.302 2.157 3.272
C 9.344 3.608 2.809
O 8.212 3.788 1.959
C 7.641 2.518 1.631
H 8.191 0.515 2.302
H 9.395 1.310 1.283
H 8.663 2.057 4.152
H 10.289 1.768 3.521
H 10.257 3.815 2.240
H 9.282 4.323 3.631
H 6.694 2.401 2.170
H 7.434 2.486 0.563

Properties
Highest occupied orbital energy, eV: -8.5
SMILES: COCCCCCCCCCc1cc2nccnc2c(C)c1I.C1CCOC1.C1CCOC1.C1CCOC1

Löwdin population analysis, charges in e, atoms 1 to 8: number 1, C, carries -0.117; number 2, O, carries -0.199; number 3, C, carries -0.256; number 4, C, carries -0.175; number 5, C, carries -0.196; number 6, C, carries -0.239; number 7, C, carries -0.210; number 8, C, carries -0.192



Entry 3:
Entry from the OMol25 dataset: C31H51N2OP2RuS as an isolated structure in a non-equilibrium geometry (ωB97M-V/def2-TZVPD).

Element x y z (Å)
Ru -0.422 -0.188 0.283
C -2.271 -1.585 3.198
C -0.790 -1.638 3.582
C -0.609 -1.452 5.090
P 0.195 -0.484 2.541
C 0.449 1.155 3.334
C -0.909 1.846 3.489
C 1.251 1.168 4.639
C 1.813 -1.246 2.337
C 2.365 -2.248 3.119
C 3.612 -2.767 2.792
C 4.286 -2.308 1.667
C 3.738 -1.308 0.880
C 2.498 -0.772 1.225
N 1.807 0.209 0.504
C 2.466 1.292 0.003
C 3.808 1.620 0.323
C 4.399 2.733 -0.231
C 3.683 3.557 -1.098
C 2.342 3.284 -1.363
C 1.730 2.184 -0.795
P -0.017 1.815 -0.973
C -0.950 3.368 -0.645
C -1.004 4.404 -1.770
C -0.443 3.984 0.661
C -0.171 1.446 -2.771
C -1.625 1.106 -3.109
C 0.768 0.300 -3.157
H -2.805 -2.398 3.693
H -2.405 -1.694 2.124
H -2.728 -0.644 3.510
H -0.403 -2.617 3.283
H -1.086 -0.536 5.435
H 0.436 -1.433 5.396
H -1.091 -2.285 5.603
H 1.035 1.677 2.570
H -1.499 1.373 4.275
H -1.483 1.809 2.562
H -0.768 2.891 3.769
H 0.657 0.840 5.486
H 1.576 2.189 4.844
H 2.145 0.544 4.578
H 1.842 -2.622 3.990
H 4.043 -3.552 3.399
H 5.237 -2.744 1.392
H 4.233 -0.986 -0.027
H 4.353 1.020 1.036
H 5.423 2.976 0.021
H 4.153 4.428 -1.534
H 1.782 3.946 -2.010
H -1.964 2.992 -0.473
H -0.094 5.003 -1.809
H -1.827 5.092 -1.575
H -1.178 3.967 -2.752
H 0.531 4.452 0.517
H -0.347 3.234 1.445
H -1.136 4.751 1.008
H 0.142 2.351 -3.297
H -1.952 0.225 -2.550
H -1.721 0.883 -4.171
H -2.309 1.924 -2.877
H 0.596 -0.577 -2.530
H 1.816 0.585 -3.061
H 0.591 0.012 -4.194
N -3.502 0.324 0.414
C -2.432 -0.054 0.178
H -4.437 0.658 0.544
C -1.991 -4.954 1.061
C -2.221 -4.776 -0.438
C -2.063 -3.343 -0.932
S -0.426 -2.591 -0.926
O 0.065 -2.484 0.522
C 0.525 -3.821 -1.843
C 1.141 -4.935 -0.989
C 2.477 -4.527 -0.382
H -2.065 -6.008 1.327
H -2.746 -4.413 1.635
H -1.009 -4.594 1.370
H -3.246 -5.068 -0.676
H -1.577 -5.446 -1.010
H -2.663 -2.654 -0.334
H -2.368 -3.240 -1.978
H 1.305 -3.245 -2.345
H -0.172 -4.188 -2.599
H 1.274 -5.806 -1.632
H 0.460 -5.230 -0.193
H 3.201 -4.279 -1.162
H 2.891 -5.343 0.210
H 2.355 -3.663 0.269

Properties
Highest occupied orbital energy (spin up / spin down), eV: -13.5 / -13.8
Total charge: +2
Expectation value of S²: 0.799
Spin multiplicity: 2

Löwdin population analysis, charges in e, atoms 1 to 8: number 1, Ru, carries 0.661; number 2, C, carries -0.110; number 3, C, carries -0.497; number 4, C, carries -0.086; number 5, P, carries 1.051; number 6, C, carries -0.510; number 7, C, carries -0.117; number 8, C, carries -0.082



For each record above, in turn, the calculated electronic energy values are -5542.266867 -1919.924310 -2571.867553 a.u..